Record 1
This record from the Open Molecules 2025 dataset describes an isolated molecule of C4H4 at a distorted geometry. The level of theory is ωB97M-V with the def2-TZVPD basis set.

Last column: Löwdin spin population.
Element x y z (Å)
C (1.26223, -0.98394, 0.12419)  0.393
C (-0.34476, 0.54138, -0.74852)  0.447
C (0.63763, -0.25725, -0.70887)  0.381
C (-1.37407, 0.65587, 0.07593)  0.600
H (-2.37139, 0.62480, -0.27059)  0.054
H (1.61671, -0.39516, 1.08639)  0.041
H (-1.30924, 1.62135, 0.57342)  0.052
H (1.88289, -1.80706, -0.13196)  0.032

Summary:
* Kohn-Sham gap (spin up / spin down): 7.7 / 7.7 eV
* energy above the lowest of the compared OMol25 structures with the same formula, charge and spin: 28.8 kcal/mol
* 2S+1: 3



Record 2
This record from the Open Molecules 2025 dataset describes an isolated molecule of C7H6Cl3P at a distorted geometry. The level of theory is ωB97M-V with the def2-TZVPD basis set.

Last column: Mulliken charge in e.
Element x y z (Å)
Cl (3.77680, 0.51558, 0.44986)  -0.092
Cl (3.97281, -1.25401, -1.92451)  -0.162
Cl (3.29594, 1.60437, -2.12621)  -0.131
P (0.98348, 2.54722, -0.53395)  -0.096
C (2.97132, 0.03286, -1.10021)  0.150
C (1.31914, -1.65653, -0.56632)  -0.733
C (1.66432, -0.38894, -0.80359)  0.383
C (-0.64852, 0.39190, 0.23092)  -0.133
C (0.50795, 0.85246, -0.19577)  0.453
C (-0.03450, -1.88501, -0.13306)  -0.316
C (-0.93330, -0.95650, 0.26078)  -0.713
H (-0.02654, 2.99490, 0.49593)  0.025
H (1.96304, -2.50694, -0.76415)  0.409
H (-1.30289, 1.31547, 0.47292)  0.120
H (-1.85683, -1.35348, 0.36111)  0.425
H (-0.34857, -2.91016, -0.19659)  0.343
H (2.16517, 2.41812, 0.28286)  0.067

Summary:
* Kohn-Sham gap: 8.4 eV
* energy above the lowest of the compared OMol25 structures with the same formula, charge and spin: 58.1 kcal/mol



Record 3
This record from the Open Molecules 2025 dataset describes a structure of composition C21H32InNO2P2 at a distorted geometry. The level of theory is ωB97M-V with the def2-TZVPD basis set.

Last column: Mulliken charge in e.
Element x y z (Å)
In (-0.38880, 0.41618, 0.14494)  0.911
P (-2.47161, -0.35186, -1.04620)  0.752
P (1.84956, 1.70902, -0.10225)  0.859
O (-0.38908, -4.33352, -0.94802)  -0.635
O (-0.65246, -2.95852, -4.11104)  -0.688
N (-0.14003, 1.17226, -2.30155)  -0.001
C (-1.94241, -0.52139, 4.12553)  -0.855
C (0.60237, -1.02546, 2.96914)  0.621
C (-3.84446, 0.80851, -0.79621)  -1.440
C (1.44102, -1.65214, 5.20317)  -0.821
C (-0.99712, 1.19445, -4.54074)  -1.152
C (1.47889, 2.86415, -1.48343)  -1.208
C (0.63498, 2.22006, -2.58664)  0.619
C (3.46817, 1.04681, -0.58437)  -1.410
C (-3.14610, -1.98402, -0.63646)  -0.988
C (2.17617, 2.76241, 1.33720)  -1.332
C (0.59339, 2.85077, -3.84078)  -0.875
C (2.92954, -1.72710, 3.29297)  -0.810
C (-0.46641, -0.48566, 2.21446)  0.047
C (-2.21187, -0.01667, -2.74005)  -1.557
C (-0.21438, 2.29744, -4.84960)  -0.346
C (-1.12236, 0.76811, -3.18040)  0.929
C (0.36775, -1.23519, 4.38797)  0.838
C (-1.72309, -0.29906, 2.74150)  -0.295
C (1.89737, -1.31178, 2.46431)  0.184
C (-0.91261, -0.96160, 4.93027)  -0.850
C (2.69918, -1.89258, 4.67274)  -0.520
H (-0.57412, -3.51088, -1.44917)  0.293
H (1.17107, 3.76346, -3.98306)  0.402
H (3.91769, -1.93115, 2.87838)  0.402
H (-2.92505, -0.32539, 4.54505)  0.382
H (1.63419, -0.97144, -0.30214)  0.390
H (-2.55749, 0.04022, 2.12162)  0.229
H (-2.33343, -2.72404, -0.62991)  0.156
H (-0.19868, 2.73607, -5.85950)  0.376
H (-4.65631, 0.44697, -1.44541)  0.429
H (0.91041, 3.71624, -1.07169)  0.397
H (-3.50498, 1.77503, -1.19005)  0.324
H (-3.89755, -2.29202, -1.37355)  0.404
H (-1.62785, 0.71087, -5.28117)  0.390
H (2.05854, -1.21178, 1.38939)  0.214
H (-1.06808, -1.10374, 6.00110)  0.338
H (-4.18968, 0.92273, 0.23422)  0.413
H (-1.13755, -2.18441, -3.83335)  0.361
H (2.31645, 2.11295, 2.21524)  0.351
H (-3.62798, -2.00676, 0.35539)  0.365
H (0.85221, -0.89715, -0.39829)  -0.365
H (1.26226, -1.76048, 6.27457)  0.352
H (3.09714, 3.34577, 1.17545)  0.416
H (0.57305, -4.13044, -0.66489)  0.320
H (4.19605, 1.87603, -0.63808)  0.457
H (-1.07933, 1.98599, 0.60136)  -0.345
H (0.21874, -2.64719, -4.43456)  0.309
H (-2.82401, -0.44572, -3.51215)  0.349
H (3.80393, 0.32192, 0.17309)  0.372
H (3.40019, 0.56295, -1.57153)  0.356
H (3.51870, -2.20487, 5.32169)  0.360
H (2.42701, 3.23627, -1.90561)  0.478
H (1.32888, 3.44034, 1.52110)  0.346

Summary:
* Kohn-Sham gap: 6.8 eV
* energy above the lowest of the compared OMol25 structures with the same formula, charge and spin: 16.1 kcal/mol



Record 4
This record from the Open Molecules 2025 dataset describes a structure of composition C28H38N3O8RuSi at a distorted geometry. The level of theory is ωB97M-V with the def2-TZVPD basis set.

Last column: Löwdin spin population.
Element x y z (Å)
Ru (0.26491, 0.04304, 0.36677)  0.032
Si (0.94610, -2.75412, 1.29714)  -0.003
O (1.04072, 2.31581, -0.48598)  0.001
O (-0.31901, 3.94211, -1.17087)  0.000
O (-3.59222, -0.01162, -0.75061)  0.167
O (-0.28462, 0.03217, -1.88501)  0.139
O (-1.71527, 0.81437, 0.27066)  0.156
O (-1.81194, 2.02052, 3.29080)  0.002
O (-2.05809, 0.67805, -3.16383)  0.165
O (0.17007, 1.89145, 2.27881)  0.004
N (0.53507, 4.44963, 2.07176)  0.000
N (2.36353, -0.49292, 0.65924)  -0.002
N (0.36062, 3.85542, -3.65572)  0.000
C (2.73530, 0.01710, 2.02653)  -0.002
C (-0.40783, -1.29866, 3.37800)  0.000
C (2.53871, -1.97474, 0.64269)  -0.001
C (4.95236, 0.89994, 1.28327)  0.000
C (1.44063, -2.62866, 4.10313)  0.000
C (0.79082, -6.80238, 2.32698)  0.000
C (2.19072, -6.63096, 0.38749)  0.000
C (1.16940, 5.27702, 3.11497)  0.000
C (0.60485, -2.20409, 3.06284)  -0.001
C (3.23797, 0.11058, -0.38300)  0.001
C (0.34793, 4.99041, 4.36773)  0.000
C (4.71383, 0.09292, -0.00887)  0.000
C (0.96985, 2.81195, -2.83925)  0.003
C (1.58602, -7.40634, 1.36498)  0.000
C (1.20605, -4.62248, 1.34055)  -0.001
C (-0.22451, -1.95911, 0.16147)  0.001
C (0.60807, -5.42718, 2.31227)  0.000
C (-1.41708, 0.34236, -2.22054)  0.178
C (-2.48682, 0.35844, -0.56860)  0.152
C (-0.56433, -0.80301, 4.66772)  0.000
C (-0.81696, 4.07494, 2.50868)  0.000
C (1.99783, -5.25716, 0.37973)  0.000
C (1.28787, -2.14866, 5.39285)  0.000
C (3.62627, 1.24543, 1.95921)  0.000
C (-1.06490, 4.84484, 3.81003)  0.000
C (0.28656, -1.22695, 5.67500)  0.000
C (0.58113, 2.98538, -1.38336)  0.001
C (-0.89718, 2.56631, 2.74288)  0.001
H (2.47376, -4.67478, -0.40104)  0.000
H (0.16913, -0.84646, 6.68157)  0.000
H (-1.56612, 4.29107, 1.74392)  0.000
H (5.54727, 0.30599, 1.98068)  0.000
H (-1.09646, -0.95537, 2.60620)  0.001
H (-1.28987, -2.10697, 0.36962)  0.001
H (-1.34145, -0.07929, 4.86621)  0.000
H (-0.04954, 3.48709, -4.50216)  0.000
H (-1.48212, 5.82758, 3.58239)  0.000
H (1.73451, -8.47838, 1.37695)  0.000
H (1.82641, 0.22239, 2.59239)  -0.001
H (1.01558, 4.58463, -3.90454)  0.000
H (-0.02096, -2.16710, -0.89123)  0.001
H (-1.75581, 4.31799, 4.46426)  0.000
H (2.91021, 1.13147, -0.55738)  0.000
H (0.43848, 5.77900, 5.11317)  0.000
H (2.22143, 5.01139, 3.23038)  0.000
H (-0.01312, -4.97340, 3.07519)  0.000
H (2.22850, -3.34622, 3.89984)  0.000
H (0.60121, 1.82788, -3.12621)  0.004
H (0.67154, 4.05315, 4.82696)  0.000
H (3.26212, -0.77829, 2.56377)  0.000
H (1.94768, -2.49049, 6.18049)  0.000
H (5.05840, -0.93563, 0.11009)  0.000
H (5.28360, 0.51107, -0.84089)  0.000
H (3.11145, 2.05482, 1.43394)  0.000
H (0.31317, -7.40250, 3.09021)  0.000
H (0.75764, 2.59426, 1.88347)  0.000
H (2.80891, -7.09596, -0.36906)  0.000
H (-0.52466, 4.30079, -2.07077)  0.000
H (5.52607, 1.80543, 1.08164)  0.000
H (3.79964, 1.59763, 2.97830)  0.000
H (3.46885, -2.29160, 1.12801)  0.000
H (2.60982, -2.27588, -0.40628)  0.000
H (3.04786, -0.44532, -1.30218)  0.000
H (2.05965, 2.76441, -2.89457)  0.000
H (1.11397, 6.34166, 2.86203)  0.000
H (0.52774, 4.88259, 1.16270)  0.000

Summary:
* Kohn-Sham gap (spin up / spin down): 7.5 / 6.7 eV
* 2S+1: 2



Number 1: E -154.539124 Ha. Number 2: E -1992.140193 Ha. Number 3: E -1897.343004 Ha. Number 4: E -2240.334488 Ha.